{"formula": "C6H11NO", "method": "ωB97M-V/def2-TZVPD", "e_homo_ev": [-5.7, -6.9], "e_above_lowest_ev": 4.163, "charge": 0, "smiles": "CC(C)=C(O)/C=C/N", "homo_lumo_gap_ev": [6.36, 7.71], "elements": ["O", "N", "C", "C", "C", "C", "C", "C", "H", "H", "H", "H", "H", "H", "H", "H", "H", "H", "H"], "positions_angstrom": [[-0.58, 1.15, 2.23], [2.24, 0.99, -1.56], [-0.65, -0.39, 0.33], [-0.64, -1.87, 0.60], [1.23, 1.00, 0.66], [1.56, 0.37, -0.53], [-1.67, 0.08, -0.67], [0.01, 0.52, 1.15], [0.13, -2.15, 1.32], [-2.66, -0.36, -0.48], [-0.46, -2.43, -0.32], [1.65, 1.95, 0.97], [1.66, -0.71, -0.59], [1.99, 1.95, -1.72], [-1.61, -2.21, 0.98], [-1.45, 0.74, 2.38], [-1.76, 1.17, -0.69], [-1.38, -0.23, -1.68], [2.38, 0.43, -2.39]]}

=====

{"formula": "C6H11NO", "method": "ωB97M-V/def2-TZVPD", "e_homo_ev": -7.5, "e_above_lowest_ev": 5.421, "charge": 0, "homo_lumo_gap_ev": 8.54, "elements": ["O", "N", "C", "C", "C", "C", "C", "C", "H", "H", "H", "H", "H", "H", "H", "H", "H", "H", "H"], "positions_angstrom": [[2.21, 0.28, 0.49], [1.14, 0.65, -0.31], [3.08, -0.68, -0.01], [-2.51, -0.55, 0.60], [-0.29, -0.65, -0.71], [-1.51, 0.17, -0.31], [-0.98, 1.47, 0.13], [0.36, 1.63, 0.27], [-0.01, -1.51, -0.17], [-3.12, -1.28, -0.05], [2.56, -1.66, -0.30], [3.61, -1.04, 0.90], [3.69, -0.27, -0.90], [-2.01, -0.97, 1.45], [-0.26, -0.67, -1.81], [-1.63, 2.21, 0.39], [-1.85, 0.29, -1.38], [0.78, 2.48, 0.78], [-3.26, 0.11, 0.94]]}

=====

{"formula": "C6H11NO", "method": "ωB97M-V/def2-TZVPD", "e_homo_ev": -8.7, "e_above_lowest_ev": 4.310, "charge": 0, "smiles": "N[C@@H]1CO[C@@H]2C[C@H]2C1", "homo_lumo_gap_ev": 9.70, "elements": ["O", "N", "C", "C", "C", "C", "C", "C", "H", "H", "H", "H", "H", "H", "H", "H", "H", "H", "H"], "positions_angstrom": [[0.81, -1.41, -0.83], [0.94, 0.43, 1.73], [-0.09, 0.82, -0.79], [-0.02, -0.50, -1.44], [0.20, 0.71, -2.31], [0.37, -1.54, 0.62], [-0.21, -0.30, 1.25], [-1.09, 0.66, 0.35], [-0.79, -0.51, 2.07], [-1.05, -0.77, -1.62], [0.83, 1.25, -0.40], [1.32, -1.83, 1.05], [-0.35, -2.41, 0.53], [-1.97, 0.10, 0.12], [0.83, 1.46, 1.66], [1.27, 1.07, -2.43], [0.95, 0.33, 2.74], [-1.49, 1.66, 0.82], [-0.44, 0.77, -3.12]]}

=====

{"formula": "C6H11NO", "method": "ωB97M-V/def2-TZVPD", "e_homo_ev": [-9.0, -7.4], "e_above_lowest_ev": 6.923, "charge": 0, "homo_lumo_gap_ev": [8.54, 7.53], "elements": ["O", "N", "C", "C", "C", "C", "C", "C", "H", "H", "H", "H", "H", "H", "H", "H", "H", "H", "H"], "positions_angstrom": [[-1.86, -1.65, 0.33], [-0.78, -1.66, -0.55], [2.53, -0.46, 0.16], [-0.84, 1.18, -1.27], [0.42, -1.76, -0.08], [0.05, 0.86, -0.10], [1.25, -0.63, -0.13], [-0.58, 1.00, 1.27], [3.04, 0.47, -0.05], [-1.53, 0.46, 1.35], [3.11, -1.23, 0.66], [-1.80, 0.67, -1.19], [0.91, 1.53, -0.15], [-0.36, 0.91, -2.21], [0.10, 0.67, 2.05], [-1.05, 2.26, -1.29], [-2.63, -1.89, -0.20], [0.84, -2.77, -0.08], [-0.81, 2.05, 1.46]]}

=====

{"formula": "C6H11NO", "method": "ωB97M-V/def2-TZVPD", "e_homo_ev": -8.4, "e_above_lowest_ev": 8.238, "charge": 0, "homo_lumo_gap_ev": 9.15, "elements": ["O", "N", "C", "C", "C", "C", "C", "C", "H", "H", "H", "H", "H", "H", "H", "H", "H", "H", "H"], "positions_angstrom": [[2.03, 0.27, -0.26], [-2.24, 1.26, 0.06], [-1.25, 0.29, 0.71], [0.85, -0.36, -0.03], [-0.86, 0.88, -0.52], [0.91, -2.05, 0.01], [0.10, 0.38, 1.27], [-0.04, -0.15, -1.26], [-0.11, -2.18, 0.69], [-0.29, 1.66, -0.35], [0.81, -2.67, -1.17], [0.45, 0.53, -2.02], [2.04, -2.58, 0.46], [-2.90, 0.60, -0.41], [0.37, 1.43, 1.43], [0.22, -0.24, 2.26], [2.67, 0.42, 0.58], [-0.55, -1.17, -1.48], [-1.55, -0.76, 0.64]]}

=====

{"formula": "C6H11NO", "method": "ωB97M-V/def2-TZVPD", "e_homo_ev": -7.3, "e_above_lowest_ev": 6.577, "charge": 0, "smiles": "C=CN(O)C(=C)CC", "homo_lumo_gap_ev": 7.95, "elements": ["O", "N", "C", "C", "C", "C", "C", "C", "H", "H", "H", "H", "H", "H", "H", "H", "H", "H", "H"], "positions_angstrom": [[-1.83, 0.11, 1.80], [-0.88, 0.22, 0.75], [0.27, 0.85, 0.98], [1.49, -0.76, -1.44], [-1.24, -0.17, -0.55], [0.60, 1.92, 1.68], [-2.20, -1.08, -0.83], [1.46, 0.01, -0.14], [1.17, -0.14, -2.29], [1.91, -0.63, 0.63], [-2.54, -1.22, -1.84], [1.46, 1.98, 2.34], [-0.97, 0.56, -1.31], [-1.80, -0.85, 1.96], [2.16, 0.85, -0.25], [2.52, -1.07, -1.67], [0.92, -1.69, -1.37], [-2.57, -1.76, -0.07], [0.06, 2.86, 1.63]]}

=====

{"formula": "C6H11NO", "method": "ωB97M-V/def2-TZVPD", "e_homo_ev": -9.3, "e_above_lowest_ev": 7.383, "charge": 0, "homo_lumo_gap_ev": 10.28, "elements": ["O", "N", "C", "C", "C", "C", "C", "C", "H", "H", "H", "H", "H", "H", "H", "H", "H", "H", "H"], "positions_angstrom": [[1.87, -1.22, -0.04], [-0.65, 0.57, -1.17], [2.02, 0.13, -0.51], [0.52, 0.41, -0.40], [0.47, -1.09, -0.16], [-1.68, -0.27, -0.41], [-0.97, -1.25, 0.47], [0.28, 1.07, 0.84], [-2.35, 0.24, 0.22], [1.54, 1.27, 1.20], [2.36, 0.02, -1.56], [0.11, -1.49, -1.06], [-0.43, 0.86, 1.73], [-0.91, 1.42, -0.69], [-0.06, 2.21, 0.52], [-0.83, -0.94, 1.52], [-2.34, -0.73, -1.17], [-1.34, -2.19, 0.45], [2.39, 0.99, 0.22]]}

=====

{"formula": "C6H11NO", "method": "ωB97M-V/def2-TZVPD", "e_homo_ev": [-6.7, -6.7], "e_above_lowest_ev": 6.174, "charge": 0, "homo_lumo_gap_ev": [7.26, 7.27], "elements": ["O", "N", "C", "C", "C", "C", "C", "C", "H", "H", "H", "H", "H", "H", "H", "H", "H", "H", "H"], "positions_angstrom": [[0.51, 1.39, 0.10], [1.34, -1.53, -1.73], [0.59, 0.02, 0.24], [0.20, 2.09, 1.31], [1.13, -0.71, -0.84], [-0.98, -0.90, -0.15], [1.30, -0.64, 1.28], [-1.66, -0.36, -1.38], [-2.74, -0.54, -1.31], [-0.60, 1.59, 1.87], [2.10, -0.09, 1.78], [1.85, -1.22, -2.56], [-0.13, 3.07, 0.99], [1.08, 2.17, 1.95], [1.09, -1.66, 1.55], [-1.52, 0.71, -1.47], [-1.44, -0.58, 0.78], [-1.29, -0.84, -2.29], [-0.83, -1.97, -0.13]]}

=====

{"formula": "C6H11NO", "method": "ωB97M-V/def2-TZVPD", "e_homo_ev": -8.7, "e_above_lowest_ev": 7.964, "charge": 0, "homo_lumo_gap_ev": 9.69, "elements": ["O", "N", "C", "C", "C", "C", "C", "C", "H", "H", "H", "H", "H", "H", "H", "H", "H", "H", "H"], "positions_angstrom": [[-1.95, -0.15, -0.38], [1.31, -1.52, -0.27], [-1.52, -1.46, 0.13], [-0.08, 1.68, -0.28], [-1.50, 1.06, 0.10], [-0.11, -1.07, -0.10], [1.18, 1.19, -0.18], [1.90, -0.19, 0.18], [-0.45, -0.57, -1.06], [-1.88, -2.39, -0.51], [3.23, -0.31, 0.06], [-0.09, -0.22, 0.73], [2.10, 1.86, -0.11], [-1.73, -1.43, 1.21], [0.04, 2.68, -0.56], [-2.23, 1.81, -0.05], [1.37, -1.64, -1.43], [1.85, -0.27, 1.35], [-1.45, 0.95, 1.16]]}

=====

{"formula": "C6H11NO", "method": "ωB97M-V/def2-TZVPD", "e_homo_ev": -9.6, "e_above_lowest_ev": 1.352, "charge": 0, "smiles": "C[C@H]1N(C=O)C1(C)C", "homo_lumo_gap_ev": 10.49, "elements": ["O", "N", "C", "C", "C", "C", "C", "C", "H", "H", "H", "H", "H", "H", "H", "H", "H", "H", "H"], "positions_angstrom": [[-0.24, 2.73, -0.45], [-0.42, 0.80, 0.58], [0.28, 0.03, -0.39], [1.74, -0.29, -0.09], [-0.85, 2.05, 0.33], [-0.63, -1.48, 1.61], [-0.83, -0.56, 0.44], [0.02, 0.27, -1.86], [-1.78, -0.72, -0.07], [2.35, 0.52, -0.48], [-1.43, -1.33, 2.34], [1.92, -0.37, 0.97], [-1.70, 2.39, 0.94], [0.28, -0.63, -2.42], [-0.65, -2.51, 1.28], [0.61, 1.10, -2.21], [2.03, -1.21, -0.58], [-1.03, 0.50, -2.03], [0.32, -1.29, 2.10]]}

=====

{"formula": "C6H11NO", "method": "ωB97M-V/def2-TZVPD", "e_homo_ev": [-7.2, -7.2], "e_above_lowest_ev": 3.937, "charge": 0, "homo_lumo_gap_ev": [7.88, 7.89], "elements": ["O", "N", "C", "C", "C", "C", "C", "C", "H", "H", "H", "H", "H", "H", "H", "H", "H", "H", "H"], "positions_angstrom": [[-1.68, 0.99, -0.56], [-0.41, -0.91, -0.28], [0.74, -2.75, -1.28], [-1.06, 0.07, 0.25], [-1.64, -0.02, 1.62], [0.67, -1.42, -0.61], [1.38, 1.54, 0.51], [1.13, 2.59, -0.26], [-1.22, 1.03, -1.40], [1.20, 2.53, -1.34], [-2.72, -0.17, 1.56], [1.36, -3.41, -0.67], [0.77, 3.52, 0.14], [1.36, 1.61, 1.58], [-1.20, -0.85, 2.17], [-1.47, 0.92, 2.15], [1.78, 0.59, 0.11], [1.24, -2.63, -2.24], [-0.24, -3.23, -1.44]]}

=====

{"formula": "C6H11NO", "method": "ωB97M-V/def2-TZVPD", "e_homo_ev": -8.2, "e_above_lowest_ev": 0.585, "charge": 0, "smiles": "Cc1cc[nH]c1C.O", "homo_lumo_gap_ev": 8.93, "elements": ["O", "N", "C", "C", "C", "C", "C", "C", "H", "H", "H", "H", "H", "H", "H", "H", "H", "H", "H"], "positions_angstrom": [[-1.96, -0.32, 2.50], [0.21, 1.33, 0.62], [1.74, -0.59, 0.82], [0.71, 0.17, 0.07], [-0.92, 0.96, -1.24], [0.18, -1.26, -2.01], [-0.84, 1.78, -0.17], [0.07, -0.07, -1.11], [-0.45, -2.07, -1.64], [-1.14, 0.02, 2.93], [-1.39, 2.64, 0.14], [-1.65, 1.11, -2.03], [-1.90, -0.02, 1.58], [0.21, 1.46, 1.62], [-0.18, -1.06, -3.01], [2.50, -1.01, 0.15], [1.32, -1.47, 1.32], [2.28, 0.01, 1.54], [1.20, -1.62, -2.08]]}